(1)
Below is a molecular structure, C26H30N3O3S2Si2Sn, with properties calculated with wB97M-V/def2-TZVPD.

Output
* HOMO: -10.66 eV
* total charge: +1
* frontier orbital gap: 7.667 eV
* max |F|: 0.77 eV/Å
* energy relative to the best compared isomer or geometry (same formula, charge and spin): 0.153 eV

Structure (XYZ):
```
67
Properties=species:S:1:pos:R:3:lowdin_charge:R:1
Sn 1.17102 0.79297 0.42025 1.006
C -1.64973 0.97143 2.12180 -0.177
Si -2.23939 1.41508 0.39709 0.589
C -1.48092 3.02751 -0.20532 -0.177
C -4.08249 1.16941 0.26626 -0.261
C -5.05366 2.13576 0.50582 -0.071
C -6.39778 1.78986 0.49253 -0.058
C -6.77197 0.47364 0.26368 -0.056
C -5.80756 -0.49475 0.02075 -0.071
C -4.45708 -0.15750 0.00865 -0.244
Si -3.08090 -1.35968 -0.41456 0.681
C -3.81485 -2.61691 -1.60085 -0.155
C -2.24147 -2.30053 0.96571 -0.138
H -2.50500 0.90428 2.79691 0.059
H -0.98121 1.74390 2.50710 0.034
H -1.11419 0.02203 2.16554 -0.015
H -0.85423 3.44223 0.58443 0.033
H -2.25132 3.76869 -0.43466 0.049
H -0.86164 2.90960 -1.09445 0.031
H -4.76300 3.16239 0.70046 0.108
H -7.15553 2.54316 0.66382 0.113
H -7.81996 0.20397 0.27031 0.113
H -6.11610 -1.51907 -0.15489 0.104
H -4.55386 -3.17549 -1.01652 0.048
H -3.09169 -3.33708 -1.97512 0.036
H -4.33709 -2.16388 -2.44320 0.047
H -2.71590 -3.27821 1.06935 0.049
H -2.32053 -1.79734 1.92855 0.035
H -1.18384 -2.46169 0.75983 0.002
O 8.69473 1.71868 0.86742 0.137
C 8.10567 1.78766 -0.33747 -0.478
O 8.70750 2.20222 -1.28432 0.137
C 6.68374 1.30928 -0.44202 -0.118
C 5.83853 1.12302 0.64796 0.003
C 4.54301 0.67545 0.45745 -0.036
C 4.07329 0.39650 -0.82041 -0.284
C 4.90693 0.61049 -1.91585 -0.006
C 6.19705 1.06463 -1.72176 0.009
N 2.73992 -0.06502 -0.97915 -0.085
C 2.52495 -1.03806 -1.79386 -0.162
C -0.00804 -1.17119 -1.93343 -0.255
C -0.84487 -1.82899 -2.92873 -0.040
C -1.87533 -1.26351 -3.58159 -0.088
C -2.33060 0.07198 -3.32191 -0.050
C -2.21788 0.69429 -2.14812 -0.120
N -1.83872 0.04747 -0.88762 -0.243
H 8.12418 1.33597 1.53901 0.094
H 6.15366 1.33527 1.66244 0.121
H 3.90315 0.52282 1.31994 0.027
H 4.53926 0.44873 -2.92209 0.118
H 6.85166 1.25171 -2.56215 0.129
H 3.37312 -1.51784 -2.27985 0.163
H -0.50631 -2.80097 -3.27875 0.123
H -2.32633 -1.80083 -4.40637 0.125
H -2.73758 0.63723 -4.15139 0.128
H -2.46072 1.74854 -2.09292 0.104
C 2.35632 -1.51315 5.49072 -0.081
O 1.91924 -1.77043 4.14892 -0.222
C 1.88611 -0.79799 3.25728 -1.282
S 2.41077 0.74629 3.56010 0.608
S 1.36121 -1.41751 1.71888 0.561
H 2.03290 -2.36886 6.07506 0.096
H 1.91533 -0.59649 5.87396 0.068
H 3.44177 -1.42735 5.51774 0.095
N 1.34816 -1.56525 -2.13516 0.101
C -0.37998 -0.26236 -1.00414 -0.253
H 1.42607 -2.33619 -2.77707 0.141
```

---

(2)
Below is C26H30N4O2 in the gas phase at a distorted geometry, with properties calculated with wB97M-V/def2-TZVPD.

Output
* HOMO: -7.52 eV
* frontier orbital gap: 8.203 eV
* max |F|: 1.16 eV/Å
* energy relative to the best compared isomer or geometry (same formula, charge and spin): 2.198 eV
* SMILES: Cc1ccc(-n2c(C)cc(/C=N/NC(=O)c3ccc(CN4CCOCC4)cc3)c2C)cc1

Structure (XYZ):
```
62
Properties=species:S:1:pos:R:3:lowdin_charge:R:1
C 0.80088 5.05597 -2.96015 -0.049
C 1.31328 3.73587 -2.47172 -0.279
C 1.76317 2.76803 -3.36058 -0.036
C 2.23297 1.54930 -2.90624 -0.002
C 2.26808 1.28479 -1.54387 -0.213
N 2.71190 0.02778 -1.07542 0.025
C 3.99730 -0.45619 -1.16257 -0.270
C 5.09973 0.35572 -1.74448 -0.024
C 4.01117 -1.70431 -0.61339 0.001
C 2.68784 -2.00503 -0.17941 -0.174
C 2.28532 -3.22498 0.44722 -0.085
N 1.09261 -3.43835 0.84719 0.046
N 0.80175 -4.61545 1.44022 0.051
C -0.39876 -4.87044 2.03103 -0.443
O -0.58328 -5.89870 2.65109 0.072
C -1.41726 -3.79345 1.86466 -0.153
C -1.95312 -3.18636 2.99333 -0.004
C -2.86711 -2.15849 2.85962 -0.038
C -3.29278 -1.73984 1.60363 -0.216
C -4.19213 -0.53518 1.46797 -0.145
N -3.47519 0.71553 1.22795 -0.149
C -2.88588 0.80123 -0.09746 -0.166
C -2.26183 2.18488 -0.28700 -0.188
O -1.29445 2.45611 0.69997 -0.155
C -1.87697 2.38125 1.98095 -0.188
C -2.46927 0.99657 2.23847 -0.165
C -2.79938 -2.39784 0.48191 -0.039
C -1.85795 -3.40385 0.60653 -0.034
C 1.91032 -0.89548 -0.47874 -0.194
C 0.45487 -0.67612 -0.29963 -0.002
C 1.83728 2.25278 -0.64455 -0.003
C 1.36034 3.46216 -1.10923 -0.036
H 1.55794 5.82733 -2.81552 0.085
H 0.55648 5.01349 -4.01877 0.075
H -0.08590 5.35140 -2.40300 0.079
H 1.73612 2.96412 -4.42295 0.111
H 2.56037 0.79407 -3.60551 0.121
H 5.07069 1.37461 -1.35876 0.083
H 5.02412 0.40734 -2.83123 0.075
H 6.05606 -0.09246 -1.48932 0.080
H 4.86497 -2.34628 -0.51939 0.107
H 3.07072 -3.98257 0.57490 0.126
H 1.53684 -5.31921 1.55865 0.160
H -1.63501 -3.51287 3.97209 0.121
H -3.25936 -1.67503 3.74321 0.113
H -4.76846 -0.39759 2.38766 0.122
H -4.89094 -0.66940 0.63836 0.124
H -3.67484 0.65898 -0.84003 0.130
H -2.10745 0.03901 -0.24774 0.093
H -1.74344 2.24523 -1.24625 0.123
H -3.05331 2.94855 -0.24750 0.126
H -1.08059 2.59822 2.69519 0.126
H -2.66920 3.13928 2.07306 0.126
H -2.94644 0.98169 3.22055 0.128
H -1.65309 0.25446 2.22747 0.127
H -3.15374 -2.12045 -0.50065 0.114
H -1.46676 -3.89073 -0.27395 0.120
H 0.25758 0.27058 0.20149 0.064
H 0.04749 -1.49737 0.28208 0.053
H -0.03825 -0.64632 -1.27379 0.100
H 1.87337 2.05424 0.41553 0.126
H 1.01059 4.19975 -0.40322 0.117
```

---

(3)
Below is C26H30O7 in the gas phase at a distorted geometry, with properties calculated with wB97M-V/def2-TZVPD.

Output
* HOMO: -9.32 eV
* frontier orbital gap: 8.478 eV
* max |F|: 2.45 eV/Å
* energy relative to the best compared isomer or geometry (same formula, charge and spin): 1.914 eV
* SMILES: COCCCCc1c(COC)ccc2c1C(=O)c1ccc(COC(C)=O)c(COC)c1C2=O

Structure (XYZ):
```
63
Properties=species:S:1:pos:R:3:lowdin_charge:R:1
C -1.66630 -0.18103 -4.48392 -0.137
O -0.49257 -0.55477 -5.20059 -0.205
C 0.59736 0.34657 -4.97345 -0.236
C 1.82402 -0.34051 -4.24621 -0.144
C 1.32182 -0.80341 -2.81870 -0.181
C 2.21874 -1.91362 -2.15131 -0.124
C 1.48791 -2.34870 -0.82597 -0.069
C 0.79879 -3.64598 -0.68154 -0.125
C 0.70770 -4.66522 -1.85180 -0.161
O -0.59703 -4.81544 -2.44905 -0.183
C -1.47313 -3.71351 -2.20700 -0.113
C 0.15961 -3.95680 0.60477 -0.010
C 0.17350 -3.03063 1.71882 0.004
C 0.84049 -1.75897 1.53271 -0.056
C 1.51943 -1.39597 0.27913 -0.009
C 2.21189 0.00171 0.21291 -0.285
O 3.28594 0.19166 -0.30154 0.111
C 1.41102 1.15267 0.90474 -0.051
C 1.35530 2.47686 0.32883 0.008
C 0.56549 3.49741 0.99028 0.007
C -0.13482 3.15428 2.23226 -0.115
C -0.98931 4.31900 2.85913 -0.113
O -2.38372 3.94120 2.95115 -0.048
C -2.86820 3.40892 1.77048 -0.491
C -3.80187 2.14440 1.88099 0.017
O -2.66724 3.84885 0.67058 0.112
C -0.06170 1.81904 2.83129 -0.067
C -0.84138 1.50277 4.15269 -0.156
O -0.01066 1.15927 5.26723 -0.197
C 1.16570 1.97890 5.33003 -0.093
C 0.73202 0.78889 2.16098 0.005
C 0.87897 -0.68017 2.66525 -0.266
O 1.03461 -0.99743 3.81513 0.132
H -2.32091 0.48647 -5.11771 0.095
H -1.46498 0.35426 -3.51798 0.089
H -2.30653 -1.07033 -4.22054 0.087
H 0.26109 1.26237 -4.40654 0.123
H 0.95459 0.69766 -5.97888 0.121
H 2.54966 0.50203 -4.05326 0.120
H 2.28629 -1.15935 -4.84712 0.118
H 0.29097 -1.23074 -2.91827 0.086
H 1.21902 0.12713 -2.19721 0.112
H 3.25956 -1.54896 -1.93179 0.119
H 2.34538 -2.76815 -2.86370 0.102
H 1.45707 -4.49595 -2.66626 0.114
H 0.96457 -5.67197 -1.40980 0.132
H -1.04414 -2.71644 -2.49352 0.075
H -2.35771 -3.86596 -2.89060 0.099
H -1.91072 -3.70690 -1.16822 0.094
H -0.35001 -4.94001 0.70458 0.121
H -0.31294 -3.20610 2.70428 0.120
H 1.91090 2.67738 -0.61372 0.120
H 0.50102 4.52062 0.55260 0.120
H -0.93234 5.21437 2.17930 0.129
H -0.62527 4.62095 3.86917 0.132
H -4.83665 2.42250 1.54724 0.092
H -3.39759 1.29338 1.28013 0.093
H -3.87320 1.81729 2.94752 0.075
H -1.52896 0.64382 3.91339 0.138
H -1.50925 2.34742 4.48157 0.125
H 1.51424 1.95580 6.39984 0.101
H 0.98619 3.03828 5.02045 0.089
H 1.96826 1.46890 4.72672 0.097
```